Computed, not measured: a 2-piece molecular cluster, C2H2F3NO overall in a non-equilibrium geometry, with ωB97M-V/def2-TZVPD.

Each line ends with the Löwdin charge.
CARTESIAN COORDINATES (ANGSTROEM)
O 3.54 0.81 -0.86  0.06
N 2.53 0.40 -1.32  -0.08
C 1.64 -0.35 -1.51  -0.13
F 0.68 -0.61 -2.31  0.16
F -1.54 0.55 0.91  0.04
C -0.76 0.22 -0.13  -0.33
F -1.10 0.97 -1.17  0.07
H -0.95 -0.77 -0.33  0.10
H 0.34 0.26 0.19  0.13

SMILES: [O-][N+]#CF.FCF
LUMO level: -0.61 eV
ΔE to the lowest compared entry with this formula, charge and spin: 5.811 eV
Net charge: 0
Multiplicity: 1
E_HOMO: -0.37916 Ha
Gap between HOMO and LUMO: 0.357 Eh

=====

Computed, not measured: a 5-piece molecular cluster, C2H14N4O5 overall in a non-equilibrium geometry, with ωB97M-V/def2-TZVPD.

Each line ends with the Löwdin charge.
CARTESIAN COORDINATES (ANGSTROEM)
N -0.06 -1.54 0.04  0.16
C -0.55 -0.36 -0.44  -0.64
N 0.40 0.42 -1.03  0.17
O -1.74 -0.06 -0.34  0.00
H 0.92 -1.73 0.11  0.05
H -0.77 -2.12 0.45  0.11
H 1.36 0.24 -0.78  0.09
H 0.19 1.33 -1.39  0.10
N 2.82 -2.22 1.15  0.13
C 3.76 -1.57 0.41  -0.70
N 4.07 -0.33 0.88  0.16
O 4.28 -2.08 -0.56  0.03
H 2.39 -1.92 2.01  0.10
H 2.72 -3.17 0.83  0.12
H 3.63 -0.01 1.72  0.09
H 4.72 0.23 0.35  0.11
O -1.79 3.42 -0.70  -0.05
H -2.36 2.91 -1.28  0.03
H -2.30 4.20 -0.47  0.04
O -3.16 1.21 1.77  -0.07
H -2.84 1.58 0.94  -0.01
H -3.80 0.54 1.51  0.03
O -4.35 0.36 -1.63  -0.07
H -3.67 -0.24 -1.28  0.01
H -3.88 0.92 -2.26  0.02

SMILES: NC(N)=O.NC(N)=O.O.O.O
LUMO level: 0.26 eV
ΔE to the lowest compared entry with this formula, charge and spin: 0.257 eV
Net charge: 0
Multiplicity: 1
E_HOMO: -0.37483 Ha
Gap between HOMO and LUMO: 0.384 Eh

=====

Computed, not measured: a 2-piece molecular cluster, C4H8O overall in a non-equilibrium geometry, with ωB97M-V/def2-TZVPD.

Each line ends with the Löwdin charge.
CARTESIAN COORDINATES (ANGSTROEM)
C 0.00 1.02 2.41  -0.06
C -1.01 0.68 1.38  -0.33
O -1.30 1.33 0.40  0.03
H -0.33 0.72 3.41  0.08
H 0.26 2.07 2.38  0.08
H 0.94 0.50 2.19  0.09
H -1.43 -0.35 1.38  0.11
C 0.82 -0.46 -2.41  -0.08
C 0.12 -1.54 -2.09  -0.08
H 0.45 0.22 -3.16  0.04
H 1.87 -0.33 -2.18  0.04
H -0.87 -1.73 -2.46  0.04
H 0.48 -2.13 -1.25  0.04

SMILES: CC=O.C=C
LUMO level: 1.02 eV
ΔE to the lowest compared entry with this formula, charge and spin: 1.648 eV
Net charge: 0
Multiplicity: 1
E_HOMO: -0.36224 Ha
Gap between HOMO and LUMO: 0.400 Eh

=====

Computed, not measured: an isolated molecule of C3H7N3 in a non-equilibrium geometry, with ωB97M-V/def2-TZVPD.

Each line ends with the Löwdin charge.
CARTESIAN COORDINATES (ANGSTROEM)
C -0.83 1.09 -0.75  -0.25
N -1.40 -0.02 -0.69  0.01
C -0.79 -1.10 0.02  -0.24
C 0.45 -0.66 0.80  -0.22
N 1.25 0.25 -0.03  -0.06
N 0.44 1.41 -0.27  -0.03
H -1.36 1.91 -1.33  0.13
H -0.62 -1.88 -0.80  0.13
H -1.47 -1.61 0.74  0.11
H 1.03 -1.55 0.98  0.10
H 0.28 -0.30 1.84  0.12
H 2.08 0.51 0.43  0.09
H 0.94 1.93 -0.95  0.10

SMILES: C1=NCCNN1
LUMO level: 1.10 eV
ΔE to the lowest compared entry with this formula, charge and spin: 1.673 eV
Net charge: 0
Multiplicity: 1
E_HOMO: -0.30393 Ha
Gap between HOMO and LUMO: 0.345 Eh

=====

Computed, not measured: a 6-piece molecular cluster, C18H48O6 overall in a non-equilibrium geometry, with ωB97M-V/def2-TZVPD.

Each line ends with the Löwdin charge.
CARTESIAN COORDINATES (ANGSTROEM)
C 4.07 2.44 -3.59  -0.06
C 3.46 1.23 -4.41  -0.45
C 2.37 0.55 -3.59  -0.07
O 2.80 1.64 -5.63  -0.05
H 3.46 3.34 -3.57  0.07
H 5.08 2.60 -3.97  0.06
H 4.23 2.22 -2.53  0.07
H 4.38 0.64 -4.47  0.12
H 1.74 -0.13 -4.16  0.08
H 1.66 1.22 -3.08  0.07
H 2.90 0.01 -2.80  0.08
H 3.51 2.09 -6.10  0.08
C -2.95 -6.31 -5.61  -0.06
C -1.54 -5.67 -5.66  -0.46
C -1.60 -4.14 -5.57  -0.07
O -0.75 -6.06 -4.51  -0.06
H -3.63 -5.78 -6.28  0.07
H -3.40 -6.21 -4.62  0.08
H -2.82 -7.35 -5.90  0.07
H -1.09 -5.94 -6.62  0.13
H -0.66 -3.67 -5.87  0.07
H -1.81 -3.69 -4.60  0.08
H -2.33 -3.72 -6.26  0.07
H -0.06 -6.55 -4.96  0.08
C -5.84 3.21 1.63  -0.06
C -5.96 1.89 2.36  -0.50
C -6.39 0.66 1.62  -0.07
O -4.62 1.60 2.80  -0.07
H -5.19 3.09 0.77  0.08
H -5.46 4.08 2.17  0.08
H -6.78 3.55 1.18  0.08
H -6.62 1.98 3.22  0.14
H -6.23 -0.24 2.22  0.09
H -5.79 0.52 0.73  0.08
H -7.46 0.82 1.47  0.08
H -4.19 1.66 1.94  0.06
C 3.68 -3.70 7.66  -0.05
C 4.11 -3.06 6.32  -0.47
C 3.07 -2.29 5.44  -0.05
O 5.10 -2.07 6.57  -0.08
H 3.07 -3.05 8.28  0.08
H 4.57 -3.98 8.22  0.07
H 3.28 -4.70 7.51  0.07
H 4.67 -3.82 5.78  0.12
H 2.08 -2.72 5.32  0.07
H 3.51 -1.89 4.53  0.07
H 2.93 -1.37 6.00  0.07
H 5.60 -1.92 5.77  0.08
C 0.71 6.23 -0.95  -0.08
C 0.24 4.80 -0.68  -0.28
O 1.35 4.26 0.02  -0.19
C 1.21 4.29 1.48  -0.24
C 2.41 3.49 2.01  -0.07
H 1.68 6.27 -1.44  0.08
H 0.05 6.90 -1.50  0.07
H 0.77 6.65 0.05  0.06
H -0.71 4.86 -0.17  0.11
H 0.15 4.28 -1.64  0.11
H 1.40 5.31 1.83  0.10
H 0.24 3.95 1.85  0.11
H 3.26 4.12 1.75  0.07
H 2.52 2.51 1.54  0.07
H 2.44 3.42 3.10  0.07
C -1.48 -2.21 1.27  -0.09
C -0.82 -1.16 0.47  -0.35
O -1.25 0.13 0.87  -0.09
H -2.56 -2.11 1.21  0.08
H -1.24 -2.20 2.33  0.08
H -1.02 -3.17 1.02  0.08
H -1.08 -1.21 -0.59  0.11
H 0.26 -1.19 0.55  0.11
H -0.71 0.81 0.46  0.07

SMILES: CC(C)O.CC(C)O.CC(C)O.CC(C)O.CCOCC.CCO
LUMO level: 0.49 eV
ΔE to the lowest compared entry with this formula, charge and spin: 3.606 eV
Net charge: 0
Multiplicity: 1
E_HOMO: -0.35621 Ha
Gap between HOMO and LUMO: 0.374 Eh

=====

Computed, not measured: an isolated molecule of C4H8O2, with ωB97M-V/def2-TZVPD.

Each line ends with the Löwdin charge.
CARTESIAN COORDINATES (ANGSTROEM)
C 1.59 -0.26 0.27  -0.01
C 0.08 -0.09 0.11  -0.47
C -0.51 0.68 -1.08  -0.19
O -1.69 1.37 -0.74  -0.05
C -0.75 -1.08 0.79  -0.09
O -0.56 0.22 1.34  -0.04
H 2.16 0.63 -0.02  0.08
H 1.95 -1.12 -0.30  0.09
H 1.77 -0.45 1.33  0.09
H -0.79 -0.02 -1.87  0.13
H 0.23 1.38 -1.49  0.12
H -1.47 1.97 -0.01  0.10
H -0.26 -1.89 1.34  0.12
H -1.75 -1.30 0.42  0.12

SMILES: C[C@@]1(CO)CO1
LUMO level: 0.93 eV
ΔE to the lowest compared entry with this formula, charge and spin: 2.070 eV
Net charge: 0
Multiplicity: 1
E_HOMO: -0.37960 Ha
Gap between HOMO and LUMO: 0.414 Eh

=====

Computed, not measured: C19H53BrN12O30P2 as an isolated structure in a non-equilibrium geometry, with ωB97M-V/def2-TZVPD.

Each line ends with the Löwdin charge.
CARTESIAN COORDINATES (ANGSTROEM)
C 1.19 -1.77 3.24  -0.05
C 0.62 -2.12 1.89  -0.27
O -0.29 -1.09 1.55  -0.14
C -1.47 -1.59 0.94  -0.26
C -2.27 -0.46 0.37  -0.16
C -2.52 0.67 1.36  -0.18
C -2.89 0.20 2.78  -0.16
C -4.36 -0.06 2.98  -0.21
O -4.86 -1.08 2.08  -0.20
P -5.85 -2.10 2.78  0.22
O -5.20 -3.00 3.70  -0.24
O -6.89 -1.21 3.61  -0.09
O -6.77 -2.80 1.68  -0.43
P -6.08 -3.61 0.34  0.55
O -6.86 -5.02 0.45  -0.34
Br -3.98 -4.21 0.82  0.39
H 1.52 -0.74 3.19  0.05
H 0.44 -1.88 4.01  0.08
H 2.04 -2.38 3.52  0.08
H 1.39 -2.20 1.14  0.07
H 0.09 -3.08 1.93  0.11
H -1.22 -2.33 0.18  0.11
H -2.07 -2.06 1.72  0.08
H -3.17 -0.85 -0.09  0.11
H -1.67 -0.05 -0.44  0.09
H -3.36 1.26 1.00  0.12
H -1.69 1.35 1.45  0.09
H -2.66 1.03 3.45  0.12
H -2.30 -0.63 3.13  0.11
H -4.48 -0.37 4.01  0.12
H -4.91 0.87 2.87  0.12
H -7.09 -0.42 3.08  0.09
H -6.51 -5.53 1.21  0.01
C 0.83 2.83 -0.87  0.05
N -0.62 3.11 -0.68  -0.41
O -1.39 2.21 -0.90  0.07
O -0.92 4.23 -0.30  0.03
H 0.93 1.80 -1.20  0.08
H 1.21 3.51 -1.62  0.10
H 1.32 2.99 0.08  0.08
C -8.44 -7.58 4.08  0.05
N -7.65 -7.66 2.82  -0.44
O -8.10 -8.33 1.92  0.09
O -6.60 -7.05 2.79  0.05
H -9.34 -8.17 3.96  0.09
H -7.82 -7.96 4.88  0.10
H -8.68 -6.53 4.24  0.10
C -5.85 -3.70 -4.31  0.05
N -4.72 -3.35 -3.41  -0.45
O -4.50 -4.08 -2.47  -0.01
O -4.09 -2.35 -3.69  0.07
H -6.31 -4.61 -3.94  0.09
H -6.55 -2.87 -4.29  0.10
H -5.45 -3.85 -5.30  0.10
C 5.08 3.09 0.03  0.03
N 3.89 3.93 -0.26  -0.42
O 3.46 3.95 -1.40  0.05
O 3.40 4.54 0.67  0.05
H 5.39 2.61 -0.88  0.06
H 5.85 3.75 0.40  0.10
H 4.79 2.36 0.77  0.09
C 7.08 2.98 -3.98  0.05
N 7.73 2.56 -2.71  -0.43
O 8.65 1.79 -2.77  0.08
O 7.27 3.03 -1.69  0.03
H 7.58 2.48 -4.80  0.10
H 6.03 2.68 -3.93  0.11
H 7.16 4.06 -4.07  0.06
C 5.55 7.62 -4.94  0.05
N 5.58 6.14 -4.90  -0.43
O 4.57 5.55 -4.59  0.09
O 6.63 5.60 -5.19  0.03
H 4.55 7.95 -4.66  0.10
H 6.29 7.98 -4.23  0.10
H 5.79 7.93 -5.95  0.10
C 2.92 -1.55 -1.14  0.05
N 2.98 -0.06 -1.21  -0.42
O 2.54 0.48 -2.20  0.06
O 3.46 0.52 -0.25  0.06
H 2.47 -1.92 -2.05  0.09
H 3.94 -1.90 -1.03  0.11
H 2.32 -1.81 -0.27  0.05
C 3.11 1.97 5.36  0.06
N 3.21 1.31 4.03  -0.44
O 2.81 1.93 3.06  0.05
O 3.69 0.20 3.99  0.06
H 2.67 2.95 5.23  0.08
H 2.49 1.34 5.99  0.10
H 4.12 2.05 5.76  0.10
C -1.22 6.96 -2.13  0.03
N -1.09 8.20 -2.94  -0.46
O -1.37 8.14 -4.12  0.06
O -0.72 9.20 -2.37  0.06
H -1.56 6.16 -2.77  0.09
H -0.24 6.74 -1.72  0.10
H -1.93 7.16 -1.34  0.10
C 0.35 -5.67 -0.40  0.07
N 1.46 -4.88 0.21  -0.42
O 1.99 -5.32 1.20  0.09
O 1.76 -3.84 -0.35  0.01
H 0.19 -6.56 0.20  0.10
H -0.54 -5.03 -0.39  0.10
H 0.63 -5.92 -1.41  0.07
C 3.80 -5.68 -3.90  0.05
N 2.35 -5.53 -3.62  -0.45
O 1.67 -6.54 -3.59  0.06
O 1.93 -4.41 -3.44  0.07
H 4.02 -6.73 -4.04  0.09
H 4.02 -5.11 -4.80  0.10
H 4.34 -5.28 -3.05  0.10
C 0.35 4.08 2.39  0.03
N 0.19 4.70 3.73  -0.44
O -0.93 4.99 4.09  0.07
O 1.21 4.87 4.38  0.05
H -0.63 4.00 1.93  0.07
H 1.00 4.73 1.80  0.09
H 0.81 3.11 2.53  0.08

LUMO level: -0.22 eV
Net charge: 0
Multiplicity: 1
E_HOMO: -0.34415 Ha
Gap between HOMO and LUMO: 0.336 Eh

=====

Computed, not measured: a 10-piece molecular cluster, C36H96N4O20 overall in a non-equilibrium geometry, with ωB97M-V/def2-TZVPD.

Each line ends with the Mulliken spin population.
CARTESIAN COORDINATES (ANGSTROEM)
C -2.46 -4.53 -22.74  0.00
C -1.70 -3.27 -22.14  0.00
O -2.53 -2.18 -21.87  0.00
O -2.56 -4.43 -24.12  0.00
H -3.36 -4.64 -22.15  0.00
H -1.84 -5.41 -22.53  0.00
H -0.90 -3.02 -22.84  0.00
H -1.16 -3.58 -21.24  0.00
H -2.45 -1.64 -22.67  0.00
H -3.15 -5.14 -24.35  0.00
C 0.35 -5.56 -25.99  0.00
C 1.80 -5.67 -26.34  0.00
O 1.99 -4.99 -27.54  0.00
O -0.02 -4.40 -25.34  0.00
H 0.05 -6.37 -25.33  0.00
H -0.26 -5.73 -26.88  0.00
H 2.01 -6.73 -26.51  0.00
H 2.49 -5.39 -25.54  0.00
H 1.84 -4.05 -27.42  0.00
H -0.91 -4.58 -25.04  0.00
C -1.15 -9.19 -21.54  0.00
C -2.46 -8.52 -21.12  0.00
O -3.60 -9.02 -21.81  0.00
O -1.00 -10.59 -21.26  0.00
H -0.40 -8.68 -20.93  0.00
H -0.93 -8.99 -22.59  0.00
H -2.36 -7.43 -21.21  0.00
H -2.64 -8.82 -20.09  0.00
H -4.39 -8.72 -21.36  0.00
H -1.62 -11.09 -21.79  0.00
C 1.54 -5.46 -22.20  0.00
C 2.42 -4.89 -21.10  0.00
O 1.47 -4.31 -20.25  0.00
O 0.78 -6.48 -21.59  0.00
H 2.23 -5.85 -22.95  0.00
H 0.91 -4.68 -22.63  0.00
H 3.19 -4.21 -21.48  0.00
H 2.95 -5.68 -20.56  0.00
H 0.84 -4.98 -19.98  0.00
H 1.40 -7.02 -21.08  0.00
C -1.82 -5.49 -18.97  0.00
C -1.21 -6.52 -18.06  0.00
O 0.18 -6.77 -18.44  0.00
O -3.24 -5.48 -18.80  0.00
H -1.56 -5.74 -20.00  0.00
H -1.39 -4.52 -18.72  0.00
H -1.71 -7.48 -18.23  0.00
H -1.22 -6.39 -16.98  0.00
H 0.61 -7.34 -17.79  0.00
H -3.53 -4.62 -19.12  0.00
C 2.44 -1.95 -25.03  0.00
C 2.67 -1.46 -26.49  0.00
O 1.84 -2.21 -27.42  0.00
O 0.99 -1.88 -24.66  0.00
H 3.03 -1.26 -24.43  0.00
H 2.81 -2.98 -24.99  0.00
H 3.70 -1.27 -26.77  0.00
H 2.31 -0.44 -26.38  0.00
H 0.94 -2.01 -27.16  0.00
H 0.62 -2.76 -24.74  0.00
C 4.46 -5.29 -16.02  0.00
O 3.16 -5.27 -15.44  0.00
C 2.15 -4.71 -16.33  0.00
C 0.76 -4.67 -15.73  0.00
N 0.75 -3.65 -14.68  0.00
C -0.54 -3.62 -13.91  0.00
C -1.74 -3.35 -14.79  0.00
O -2.99 -3.44 -14.05  0.00
C -4.16 -3.09 -14.79  0.00
H 4.75 -4.27 -16.25  0.00
H 4.57 -5.82 -16.97  0.00
H 5.14 -5.77 -15.32  0.00
H 2.05 -5.20 -17.29  0.00
H 2.45 -3.73 -16.69  0.00
H 0.36 -5.60 -15.32  0.00
H 0.18 -4.40 -16.61  0.00
H 1.50 -3.91 -14.06  0.00
H -0.38 -2.84 -13.17  0.00
H -0.60 -4.52 -13.30  0.00
H -1.80 -3.98 -15.68  0.00
H -1.68 -2.33 -15.19  0.00
H -4.38 -3.70 -15.66  0.00
H -4.16 -2.03 -15.06  0.00
H -5.08 -3.15 -14.21  0.00
C 5.64 -4.40 -23.91  0.00
O 4.95 -4.30 -25.10  0.08
C 5.64 -3.72 -26.18  0.09
C 6.56 -4.66 -26.90  0.03
N 7.67 -5.14 -26.08  0.68
C 8.79 -4.19 -26.12  0.01
C 9.94 -4.64 -25.20  0.02
O 9.54 -4.54 -23.83  0.01
C 10.30 -5.43 -22.91  0.00
H 4.86 -4.46 -23.15  -0.01
H 6.20 -3.51 -23.64  0.00
H 6.19 -5.30 -23.62  0.02
H 6.12 -2.83 -25.77  0.00
H 4.81 -3.27 -26.73  0.00
H 6.80 -4.20 -27.85  0.00
H 5.87 -5.46 -27.18  0.02
H 7.47 -5.25 -25.10  -0.01
H 8.42 -3.22 -25.77  0.05
H 9.17 -4.07 -27.14  0.01
H 10.86 -4.13 -25.48  0.00
H 10.12 -5.69 -25.38  0.00
H 10.46 -6.46 -23.22  0.00
H 9.76 -5.44 -21.96  0.00
H 11.24 -4.91 -22.74  0.00
C 4.82 -11.43 -27.33  0.00
O 4.64 -10.34 -26.37  0.00
C 5.75 -9.54 -26.05  0.00
C 5.36 -8.34 -25.19  0.00
N 5.18 -8.86 -23.82  0.01
C 4.41 -7.94 -22.95  0.00
C 4.29 -8.43 -21.53  0.00
O 3.06 -8.07 -20.93  0.00
C 2.62 -8.81 -19.81  0.00
H 5.57 -12.08 -26.89  0.00
H 5.07 -11.07 -28.33  0.00
H 3.86 -11.95 -27.35  0.00
H 6.14 -9.06 -26.95  0.00
H 6.49 -10.17 -25.55  0.00
H 4.53 -7.81 -25.65  0.00
H 6.15 -7.59 -25.18  0.00
H 4.68 -9.73 -23.79  0.00
H 3.41 -7.78 -23.35  0.00
H 4.92 -6.99 -23.11  0.00
H 5.12 -8.19 -20.88  0.00
H 4.40 -9.52 -21.55  0.00
H 3.30 -8.84 -18.96  0.00
H 2.27 -9.83 -19.96  0.00
H 1.74 -8.27 -19.45  0.00
C 4.28 2.21 -16.71  0.00
O 4.06 1.25 -17.70  0.00
C 3.12 0.25 -17.34  0.00
C 3.17 -0.79 -18.47  0.00
N 4.51 -1.43 -18.54  0.00
C 4.33 -2.54 -19.45  0.00
C 5.57 -3.48 -19.41  0.00
O 5.60 -4.36 -20.57  0.00
C 6.81 -5.13 -20.64  0.00
H 4.80 1.79 -15.85  0.00
H 3.38 2.75 -16.44  0.00
H 4.96 3.00 -17.02  0.00
H 2.16 0.75 -17.24  0.00
H 3.35 -0.09 -16.33  0.00
H 2.81 -0.39 -19.42  0.00
H 2.45 -1.58 -18.28  0.00
H 5.20 -0.82 -18.95  0.00
H 4.26 -2.17 -20.48  0.00
H 3.44 -3.17 -19.35  0.00
H 5.48 -4.14 -18.55  0.00
H 6.47 -2.86 -19.38  0.00
H 6.95 -5.76 -19.76  0.00
H 7.71 -4.53 -20.77  0.00
H 6.74 -5.87 -21.44  0.00

LUMO level (spin up / spin down): -2.21 / -7.89 eV
Net charge: +1
Multiplicity: 2
E_HOMO (spin up / spin down): -0.37382 / -0.37382 Ha
Gap between HOMO and LUMO (spin up / spin down): 0.292 / 0.084 Eh

=====

Computed, not measured: an isolated molecule of C4H8N2 in a non-equilibrium geometry, with ωB97M-V/def2-TZVPD.

Each line ends with the Löwdin charge.
CARTESIAN COORDINATES (ANGSTROEM)
C -0.27 -0.82 -0.32  -0.09
C -0.61 -2.08 -0.42  -0.05
C -0.53 0.54 -0.96  -0.22
C 1.35 0.27 1.18  0.03
N 0.52 1.46 -0.46  -0.14
N 0.67 1.48 0.89  -0.13
H 0.02 -2.79 0.09  0.04
H -1.53 -2.47 -0.82  0.04
H -0.37 0.43 -1.96  0.08
H -1.54 0.92 -0.73  0.12
H 1.04 -0.22 2.07  0.05
H 2.30 -0.03 0.77  0.06
H 0.11 2.32 -0.76  0.10
H -0.27 1.34 1.32  0.13

LUMO level (spin up / spin down): 0.71 / 0.71 eV
ΔE to the lowest compared entry with this formula, charge and spin: 5.455 eV
Net charge: 0
Multiplicity: 1
E_HOMO (spin up / spin down): -0.27716 / -0.27727 Ha
Gap between HOMO and LUMO (spin up / spin down): 0.303 / 0.303 Eh

=====

Computed, not measured: C2H8Cl2NSi as an isolated structure in a non-equilibrium geometry, with ωB97M-V/def2-TZVPD.

Each line ends with the Mulliken spin population.
CARTESIAN COORDINATES (ANGSTROEM)
C -0.93 0.50 -0.45  0.04
C 1.29 -0.56 0.31  0.91
N 0.00 -0.67 -0.49  0.04
Si 0.78 -0.95 2.59  0.71
Cl 2.02 -2.56 2.78  0.11
Cl -1.17 -1.35 2.73  0.13
H -1.55 0.35 -1.35  0.00
H -1.57 0.47 0.46  0.00
H -0.30 1.39 -0.54  -0.01
H 2.03 -1.38 0.16  0.00
H 1.72 0.43 0.11  0.01
H 0.55 -0.88 -1.27  -0.03
H -0.51 -1.50 -0.10  0.01
H 1.33 0.02 3.49  0.09

LUMO level (spin up / spin down): -3.46 / -7.84 eV
ΔE to the lowest compared entry with this formula, charge and spin: 1.660 eV
Net charge: +1
Multiplicity: 3
E_HOMO (spin up / spin down): -0.34395 / -0.56599 Ha
Gap between HOMO and LUMO (spin up / spin down): 0.217 / 0.278 Eh